# 1
57
Properties=species:S:1:pos:R:3 method="wB97M-V/def2-TZVPD" spin_multiplicity=1 e_homo_ev=-8.344 e_lumo_ev=0.36 orbital_gap_ev=8.705
C -6.8187 -2.3570 1.0883
H -7.7679 -2.4601 1.2706
H -6.0892 -2.5784 1.8184
H -6.6026 -3.0267 0.1160
O -6.6672 -1.1692 0.5466
C -5.5518 -0.5823 0.3371
C -5.6230 0.7320 0.1229
C -4.4351 1.5534 -0.6027
C -3.2557 0.8876 -0.6733
C -3.1120 -0.5381 -0.2714
C -4.3342 -0.9878 0.1791
O -4.3537 -2.4313 0.3636
C -3.0310 -3.4245 0.1729
H -3.2694 -4.1840 0.5885
H -2.7219 -3.2248 -0.8816
H -2.3288 -2.9092 1.0703
H -2.1843 -1.1851 -0.3346
C -2.0424 1.5507 -0.9837
O -1.9692 2.6049 -1.9513
N -0.8637 1.2536 -0.3948
H -0.8875 0.5196 0.1361
C 0.3259 1.8676 -0.7458
C 1.4481 0.8016 -0.9936
C 2.5724 0.6748 -0.1659
N 3.2504 -0.3582 -0.9538
N 2.5994 -1.1806 -1.6179
C 1.4488 -0.6679 -1.8298
H 0.7305 -0.6518 -2.5560
C 4.3912 -1.1060 -0.1712
C 5.5762 -0.3015 0.1543
C 6.7358 -0.7334 0.4540
C 6.8218 -2.2469 0.4240
C 5.8244 -2.9845 0.1804
C 4.5832 -2.5829 -0.2760
H 3.7385 -3.1280 -0.5658
H 5.9344 -3.8969 0.2185
H 7.8067 -2.6612 0.7074
H 7.5529 -0.1939 1.0547
H 5.4481 0.8544 0.0313
C 2.9337 1.7279 0.7959
H 3.6716 1.0218 1.6672
H 3.5714 2.4304 0.5071
C 1.6950 2.2546 1.2901
C 0.9504 1.1677 2.1458
H 0.7490 0.4270 1.5252
H 0.1848 1.6589 2.3683
H 1.6217 0.9890 3.0835
C 2.3553 3.3301 2.1742
H 1.3818 4.0437 2.4816
H 2.6219 4.2894 1.5973
H 2.9075 3.1888 2.8865
C 0.9773 2.8806 0.0387
H 0.2783 3.4438 0.3780
H 1.6343 3.4638 -0.3683
H 0.3638 2.1922 -1.7484
H -4.4188 2.6724 -0.5373
H -6.5063 1.2999 -0.0181

---

# 2
102
Properties=species:S:1:pos:R:3 method="wB97M-V/def2-TZVPD" spin_multiplicity=1 charge=+1 e_homo_ev=-11.224 e_lumo_ev=-4.53 orbital_gap_ev=6.691
Sr -3.0362 -2.1271 1.9090
O -0.1530 0.5520 -0.0029
C -0.9633 -0.3469 0.4935
O -1.9953 -0.7165 -0.0762
O -0.8090 -0.8034 1.6312
H 0.2719 0.5946 0.8569
C 0.4210 2.2695 -4.6016
C 0.0645 3.5000 -3.7645
C 0.5013 3.4156 -2.3038
O 0.6643 4.6647 -4.3263
H -0.0010 2.4109 -5.5966
H -0.0215 1.4004 -4.1148
H 1.4767 1.9988 -4.6234
H -1.0162 3.6424 -3.7586
H 0.2247 4.2580 -1.6698
H 1.5495 3.1231 -2.2409
H -0.0112 2.5162 -1.9625
H 1.5756 4.7604 -4.0400
C 3.0076 2.0380 4.0233
C 1.6384 1.4790 3.8632
C 0.6480 2.2959 3.0725
O 1.7339 0.1893 3.2408
H 3.1168 2.8167 4.7781
H 3.3262 2.4068 3.0483
H 3.7716 1.2853 4.2177
H 1.3597 1.2904 4.8999
H 0.5286 3.3262 3.4076
H -0.3209 1.8320 3.2575
H 0.8096 2.3049 1.9946
H 0.9049 -0.1903 2.9404
C -0.1772 -3.2966 4.2057
C -0.9643 -2.3938 5.1653
C -0.3069 -1.0171 5.4563
O -2.2277 -2.1171 4.6222
H 0.0833 -2.7567 3.2954
H -0.8054 -4.1314 3.8948
H 0.7164 -3.6397 4.7272
H -1.0568 -2.9298 6.1099
H -0.5031 -0.4015 4.5785
H 0.7545 -1.1050 5.6881
H -0.7220 -0.5168 6.3313
H -2.6952 -1.4951 5.1845
C 1.8574 -1.3120 -3.7415
C 1.2275 -1.1749 -2.3561
C 1.8153 -2.1481 -1.3816
O 1.3847 0.1998 -1.9592
H 1.9631 -2.3650 -4.0024
H 2.9065 -1.0179 -3.7104
H 1.2557 -0.7724 -4.4729
H 0.1551 -1.3602 -2.4175
H 2.8883 -1.9849 -1.2814
H 1.6946 -3.1705 -1.7397
H 1.2581 -2.0995 -0.4460
H 0.7147 0.4074 -1.3037
C 0.2130 -5.4996 0.8398
C -0.6347 -4.2531 0.5478
C -1.1188 -4.2259 -0.9039
O -1.8315 -4.4028 1.2910
H -0.3553 -6.3556 0.4761
H 0.4020 -5.5767 1.9105
H 1.2298 -5.5352 0.4488
H -0.0545 -3.3843 0.8590
H -1.4815 -3.2213 -1.1215
H -1.9104 -4.9453 -1.1131
H -0.2847 -4.4034 -1.5828
H -2.2492 -5.2561 1.1531
C -3.0499 0.5409 -3.2997
C -3.8809 -0.7434 -3.1371
C -3.1468 -2.0299 -3.4872
O -4.2835 -0.7755 -1.8091
H -2.0167 0.3295 -3.0242
H -3.4700 1.3285 -2.6742
H -3.0841 0.9199 -4.3211
H -4.7799 -0.6881 -3.7510
H -3.4952 -2.8411 -2.8479
H -2.0770 -1.9563 -3.2919
H -3.3083 -2.1754 -4.5553
H -3.5361 -0.4881 -1.2796
C 6.0760 1.5811 -0.3964
C 4.6954 0.8143 -0.3096
C 3.6086 1.7980 0.1933
O 4.2589 0.4518 -1.5731
H 6.7730 0.9426 -0.9393
H 6.3946 1.7981 0.6231
H 5.9472 2.5376 -0.9030
H 4.7969 -0.1052 0.2667
H 3.3912 2.5679 -0.5470
H 3.9231 2.3749 1.0630
H 2.6777 1.2636 0.3824
H 3.4113 0.0060 -1.6395
C -3.2725 4.0471 -0.6577
C -3.2758 2.5798 -0.0643
C -2.6276 2.6216 1.3736
O -4.5798 2.1593 0.0874
H -2.2849 4.3296 -1.0223
H -3.5351 4.8087 0.0765
H -3.9604 4.1850 -1.4919
H -2.6507 1.9201 -0.6661
H -3.2330 3.2888 1.9871
H -1.6404 3.0837 1.3805
H -2.6159 1.6267 1.8187
H -4.5574 1.3691 0.6320

---

# 3
86
Properties=species:S:1:pos:R:3 method="wB97M-V/def2-TZVPD" spin_multiplicity=3 e_homo_ev="-6.858 / -7.993" e_lumo_ev="-0.64 / -0.64" orbital_gap_ev="6.218 / 7.350"
Ni -0.1576 0.9933 -0.6473
C -0.3445 1.5714 5.8073
C 0.4222 0.9241 4.9337
C 0.4682 -0.5391 4.6093
C -0.5678 -0.9682 3.5402
C -2.0046 -0.8250 3.9331
C -2.5385 -0.6180 5.1239
C -1.8817 -0.3842 6.4884
C -1.4834 1.0723 6.6372
C -1.4128 1.9265 -1.6061
H -0.0887 2.6244 5.9702
H 1.2286 1.4512 4.3923
H 0.3252 -1.1601 5.4810
H 1.4654 -0.7736 4.2331
H -0.4019 -0.3255 2.6386
H -0.3810 -2.0150 3.1733
H -2.7010 -1.0414 3.1234
H -3.6415 -0.5564 5.2248
H -0.9931 -1.0484 6.6006
H -2.6093 -0.6517 7.2874
H -2.3562 1.7194 6.4731
H -1.2385 1.2347 7.6848
H -0.8122 2.8629 -1.4053
H -2.4363 1.9708 -1.2251
H -1.3650 1.5287 -2.6361
P 2.1726 -0.2706 -2.3797
P -0.5103 -0.9500 -2.0928
C 1.9184 -1.9892 -1.8589
C 0.6271 -2.2837 -1.5442
C 3.5856 -0.2618 -3.5730
C 4.6071 -1.2134 -3.6270
C 5.6086 -1.0812 -4.5975
C 5.5581 -0.0343 -5.5286
C 4.4922 0.8816 -5.5169
C 3.4967 0.7637 -4.5461
C 2.8171 0.4163 -0.8450
C 1.6246 0.4101 0.0206
C 1.6659 1.2563 1.1628
C 2.8976 1.7625 1.5888
C 4.0600 1.6120 0.8144
C 4.0014 1.0005 -0.4432
C -0.7169 -1.6863 -3.8908
C 0.3603 -1.5742 -4.7874
C 0.3848 -2.2734 -5.9924
C -0.7190 -3.0328 -6.3910
C -1.8274 -3.1047 -5.5379
C -1.8121 -2.4753 -4.2827
C -2.0778 -1.4583 -1.3173
C -3.2254 -0.8631 -1.8777
C -4.4823 -1.1899 -1.3881
C -4.5938 -2.1000 -0.3257
C -3.4395 -2.6620 0.2472
C -2.1796 -2.3315 -0.2364
H 2.8028 -2.6092 -1.6231
H 0.2650 -3.2192 -1.1368
H 4.6041 -2.0584 -2.9367
H 6.4171 -1.8046 -4.6476
H 6.3290 0.0631 -6.2891
H 4.4160 1.6707 -6.2686
H 2.6298 1.4361 -4.5327
H 0.9075 -0.5002 -0.0514
H 0.7837 1.5395 1.7817
H 2.9454 2.2106 2.5854
H 5.0106 1.9785 1.2027
H 4.9069 0.9534 -1.0675
H 1.2164 -0.9390 -4.5477
H 1.2532 -2.2101 -6.6428
H -0.7177 -3.5509 -7.3536
H -2.7137 -3.6487 -5.8643
H -2.6818 -2.5977 -3.6305
H -3.1165 -0.1688 -2.7159
H -5.3754 -0.7541 -1.8554
H -5.5825 -2.3860 0.0351
H -3.5445 -3.3726 1.0603
H -1.2922 -2.7926 0.1889
F 0.5228 4.3910 0.8743
C -0.5969 3.8405 1.4645
C -1.1840 2.6766 0.9983
C -2.1313 2.2060 1.8932
F -2.6845 0.9641 1.7615
C -2.5749 2.8521 3.0467
F -3.5953 2.3710 3.7612
C -2.0210 4.0763 3.4374
F -2.4436 4.7706 4.5057
C -1.0193 4.5754 2.6104
F -0.5234 5.7963 2.8675

---

# 4
88
Properties=species:S:1:pos:R:3 method="wB97M-V/def2-TZVPD" spin_multiplicity=2 charge=+1 e_homo_ev="-10.570 / -10.570" e_lumo_ev="-3.13 / -4.05" orbital_gap_ev="7.444 / 6.517"
Re 0.2444 0.1350 1.2995
C -0.4693 1.5088 -0.3266
C -0.0292 2.4255 0.6648
C -0.7963 2.1094 1.8364
C -1.7437 1.0758 1.4764
C -1.5788 0.7102 0.1276
C -2.5731 -0.0640 -0.7222
C -2.6496 -1.5307 -0.3065
C -3.9513 0.5848 -0.5133
C -2.1934 0.0706 -2.1957
C -0.6975 2.5403 3.3105
C 0.4496 1.7164 3.8973
C -0.4407 4.0218 3.5848
C -1.9997 2.1714 4.0437
C 1.0074 3.5047 0.3495
C 2.2568 3.3975 1.2262
C 0.3256 4.8782 0.4695
C 1.4609 3.3954 -1.1143
H -0.0506 1.4412 -1.3176
H -2.4969 0.6772 2.1339
H -2.9203 -1.6302 0.7481
H -1.7005 -2.0385 -0.4605
H -3.4079 -2.0409 -0.9018
H -4.3032 0.4639 0.5120
H -4.6776 0.1071 -1.1716
H -3.9280 1.6506 -0.7494
H -1.1869 -0.2877 -2.4006
H -2.2690 1.1106 -2.5231
H -2.8674 -0.5274 -2.8076
H 1.4242 2.0522 3.5495
H -0.3612 -0.1490 3.8518
H 0.4368 1.6913 4.9874
H 0.4887 4.3867 3.1623
H -0.3915 4.1709 4.6646
H -1.2631 4.6313 3.2095
H -2.1684 1.0961 4.1189
H -2.8681 2.6075 3.5507
H -1.9593 2.5639 5.0597
H 2.0610 3.5616 2.2844
H 2.9808 4.1517 0.9146
H 2.7138 2.4147 1.1157
H 0.0137 5.1290 1.4765
H -0.5515 4.9228 -0.1790
H 1.0242 5.6462 0.1347
H 1.9339 2.4392 -1.3285
H 2.1914 4.1817 -1.3060
H 0.6294 3.5496 -1.8038
O 4.1953 -0.7120 2.9794
P 3.0903 -1.2462 1.9874
O 3.6303 -1.9944 0.8282
O 2.2207 0.0007 1.7276
O 2.1737 -2.2220 2.8703
P 0.7981 -2.9816 2.3037
O 1.3658 -3.3632 0.7761
O 0.3198 0.3659 3.3966
O -0.1199 -1.7189 1.9477
H 5.0027 -1.2437 2.9535
H 2.3105 -3.0643 0.6389
C 4.2665 0.9486 -0.8745
O 2.9173 0.4940 -0.8600
C 2.5132 -0.2448 -1.9125
C 3.1256 -0.2055 -3.1567
C 2.6319 -0.9896 -4.1881
Br 3.4671 -0.9074 -5.8756
C 1.5542 -1.8297 -4.0000
C 0.9390 -1.8873 -2.7506
C 1.4061 -1.0720 -1.7215
O 0.7446 -1.0979 -0.4784
C -0.2046 -2.8164 -2.6079
N -1.2297 -2.8047 -3.4109
C -2.0522 -3.8255 -2.9597
C -3.3002 -4.2394 -3.4276
C -3.9170 -5.2825 -2.7695
C -3.3149 -5.9135 -1.6668
C -2.0815 -5.5177 -1.1905
C -1.4685 -4.4622 -1.8591
N -0.2768 -3.7958 -1.6513
H 4.9410 0.1272 -1.1202
H 4.4750 1.2998 0.1326
H 4.4036 1.7715 -1.5798
H 3.9834 0.4289 -3.3250
H 1.1739 -2.4481 -4.7998
H 0.8181 -2.0068 -0.0888
H -3.7558 -3.7551 -4.2808
H -4.8831 -5.6313 -3.1085
H -3.8311 -6.7320 -1.1833
H -1.6184 -6.0076 -0.3442
H 0.4372 -4.0412 -0.9824

---

# 5
13
Properties=species:S:1:pos:R:3 method="wB97M-V/def2-TZVPD" spin_multiplicity=1 charge=+1 e_homo_ev="-14.204 / -14.298" e_lumo_ev="-5.10 / -4.93" orbital_gap_ev="9.100 / 9.364"
C 1.1952 1.2097 -0.0823
C -0.3139 1.0244 0.2096
C -0.5919 -1.5110 0.1839
N 2.0306 0.2921 0.0288
N -0.8677 -0.2048 -0.4923
O 2.0250 -0.9032 0.0424
H 1.6812 2.1971 0.0015
H -0.4079 0.7555 1.3762
H -1.0748 1.7917 -0.0312
H -0.7814 -1.6081 1.2110
H -0.4345 -2.5213 -0.2214
H -1.9016 -0.2031 -0.6508
H -0.5583 -0.3190 -1.5754

---

# 6
7
Properties=species:S:1:pos:R:3 method="wB97M-V/def2-TZVPD" spin_multiplicity=1 e_homo_ev="-9.249 / -9.262" e_lumo_ev="-3.94 / -3.94" orbital_gap_ev="5.308 / 5.322"
O 0.0685 -1.0450 -0.5738
O 1.2267 0.6195 1.0056
P 0.1099 0.5076 -0.1804
S 0.3493 1.5926 -1.8941
Br -2.8816 -0.4351 1.5252
H -0.2837 -1.1237 -1.4326
H 1.4109 -0.1160 1.5501

---

# 7
37
Properties=species:S:1:pos:R:3 method="wB97M-V/def2-TZVPD" spin_multiplicity=1 charge=+1 e_homo_ev=-13.465 e_lumo_ev=-2.92 orbital_gap_ev=10.543
O 0.9538 0.0704 -0.7496
H 2.7841 -1.8823 -2.3778
H 0.1906 -1.4368 4.8209
O -3.9580 -0.3374 2.1797
H -3.3313 0.2132 2.6547
H 0.2017 -0.0590 -0.1306
O 1.6667 1.8947 1.7561
H -2.5696 -1.2712 0.4961
O 1.9092 3.0772 -0.6917
H 2.3788 2.2312 2.2966
H 1.8137 3.8339 -1.2585
O 3.5493 0.7335 -0.7246
H 4.3955 0.4865 -0.3552
H 3.4133 1.6799 -0.5815
O 2.0494 -2.4234 -2.1289
H -1.5668 1.2398 -4.3037
H 2.4764 -3.2269 -1.8059
O -1.4174 1.5650 0.1793
H 1.0812 1.4473 2.3783
H 1.4897 -0.7517 -0.8161
O 0.3971 -1.5606 3.9237
H 0.5492 -2.5147 3.9487
H -4.6138 0.3153 1.9074
O -2.1810 -1.1149 -0.3685
H -1.7591 0.8504 0.7494
H -2.6824 -1.2899 -1.1564
O -1.1325 -0.3225 2.0955
H -0.8340 -1.2257 2.0845
H -1.2867 -0.0993 3.0108
O -1.1216 0.9911 -3.4942
H 1.3572 3.2756 0.0770
H 1.5734 0.7702 -0.4056
O -0.8964 -2.4888 -2.3929
H -1.7006 1.0425 -0.5949
H -0.6501 -1.6169 -2.0856
H -0.2181 0.8209 -3.7433
H -0.1812 -3.1077 -2.2454

---

# 8
99
Properties=species:S:1:pos:R:3 method="wB97M-V/def2-TZVPD" spin_multiplicity=1 smiles=C[C@@H](Cl)C[SiH2]CB(O)O.C1CCOC1.C1CCOC1.C1CCOC1.C1CCOC1.C1CCOC1.C1CCOC1 e_homo_ev=-9.164 e_lumo_ev=0.38 orbital_gap_ev=9.540
C 2.0952 -1.1654 -1.5540
C 1.3939 -1.6266 -0.2678
Cl -0.0442 -2.6529 -0.6809
C 2.2962 -2.3800 0.7216
Si 2.4377 -1.5578 2.4051
C 3.6731 -2.5435 3.4212
B 5.1653 -2.2746 3.0088
O 5.6277 -0.9907 2.9308
O 6.0649 -3.3149 2.7577
H 2.0843 -0.0778 -1.6255
H 1.5944 -1.5594 -2.4366
H 3.1325 -1.4994 -1.5847
H 0.9489 -0.7538 0.2100
H 3.2976 -2.5061 0.2985
H 1.9066 -3.3859 0.8930
H 2.8421 -0.1419 2.2567
H 1.1161 -1.5808 3.0805
H 3.4540 -3.6007 3.2378
H 3.5131 -2.3462 4.4841
H 6.4258 -0.9243 2.3984
H 5.8349 -3.8377 1.9853
C 0.7083 3.0970 -4.6727
C 1.9142 4.0015 -4.4256
C 2.4543 3.4356 -3.1159
O 2.1309 2.0420 -3.1180
C 1.2231 1.7522 -4.1857
H 0.3833 3.0721 -5.7119
H -0.1406 3.4061 -4.0600
H 2.6458 3.8839 -5.2282
H 1.6617 5.0576 -4.3453
H 1.9641 3.9062 -2.2566
H 3.5331 3.5466 -3.0020
H 1.7576 1.2112 -4.9752
H 0.4232 1.1115 -3.8081
C -4.1741 1.7203 -2.6995
C -4.5492 2.7435 -3.7683
C -3.1722 3.2220 -4.2175
O -2.2908 2.1066 -4.0691
C -2.9363 1.0792 -3.3145
H -4.9566 0.9992 -2.4945
H -3.9194 2.2317 -1.7725
H -5.0794 2.2636 -4.5939
H -5.1670 3.5564 -3.3883
H -2.8200 4.0410 -3.5795
H -3.1428 3.5559 -5.2555
H -3.1976 0.2510 -3.9833
H -2.2323 0.7058 -2.5663
C -6.5068 3.9858 1.5509
C -5.7982 5.2729 1.1361
C -4.5146 4.7282 0.5269
O -4.8332 3.4548 -0.0338
C -6.1355 3.0477 0.4098
H -7.5836 4.0971 1.6670
H -6.0979 3.6152 2.4933
H -6.3844 5.7974 0.3784
H -5.6124 5.9604 1.9601
H -3.7411 4.5937 1.2902
H -4.1101 5.3700 -0.2579
H -6.8397 3.1370 -0.4246
H -6.0933 2.0026 0.7128
C -0.8414 1.4788 0.3163
C -1.7271 2.7067 0.5217
C -0.6979 3.7735 0.8720
O 0.4880 3.4292 0.1585
C 0.3698 2.1040 -0.3663
H -1.3062 0.7019 -0.2918
H -0.5640 1.0381 1.2777
H -2.2382 2.9652 -0.4073
H -2.4829 2.5742 1.2943
H -0.4834 3.7820 1.9470
H -1.0040 4.7785 0.5747
H 0.2299 2.1605 -1.4498
H 1.3034 1.5722 -0.1727
C 8.9114 -7.5262 4.6702
C 8.0143 -6.3209 4.9440
C 7.2334 -6.2190 3.6406
O 7.1112 -7.5544 3.1432
C 7.9776 -8.4252 3.8698
H 9.2865 -8.0080 5.5722
H 9.7670 -7.2285 4.0603
H 7.3392 -6.5343 5.7755
H 8.5623 -5.4088 5.1749
H 7.7725 -5.6120 2.9060
H 6.2387 -5.7951 3.7708
H 7.3766 -9.0582 4.5321
H 8.5024 -9.0689 3.1625
C -4.2767 -2.6643 -0.3529
C -3.5109 -1.4020 0.0350
C -4.6440 -0.4079 0.2420
O -5.7626 -1.1672 0.7111
C -5.5050 -2.5620 0.5428
H -3.7140 -3.5828 -0.1921
H -4.5680 -2.6209 -1.4051
H -2.9671 -1.5619 0.9687
H -2.7958 -1.0765 -0.7193
H -4.9149 0.0779 -0.6836
H -4.4044 0.3636 0.9768
H -5.3148 -3.0107 1.5239
H -6.3912 -3.0325 0.1149